Model 1:
The following is a DFT calculation (ωB97M-V/def2-TZVPD) of 8 unconnected molecules or ions with the total composition C16H32O32S8.

Positions of all 88 atoms, in Å:
C -2.1685 2.8616 -2.4352
C -1.5565 3.9292 -1.5334
O -2.3501 5.1036 -1.6716
S -3.8221 4.7186 -2.2938
O -3.9002 5.2327 -3.6280
O -4.8444 5.0663 -1.3536
O -3.5682 3.1480 -2.2411
H -1.9777 1.8625 -2.0619
H -1.9687 3.0476 -3.4911
H -0.5390 4.1522 -1.8444
H -1.5622 3.6276 -0.4861
C 1.5093 -6.3371 2.4351
C 1.0038 -4.9293 2.0352
O 1.8787 -4.4746 1.0232
S 2.7619 -5.6718 0.3517
O 4.0617 -5.1581 0.1188
O 2.0074 -6.2492 -0.7359
O 2.6705 -6.6055 1.6738
H 0.8520 -7.2076 2.4083
H 1.7682 -6.2671 3.4945
H 1.1740 -4.2787 2.8922
H -0.0171 -4.7956 1.6751
C 0.1994 0.3087 1.1829
C 0.1279 -1.1805 1.4088
O -0.1788 -1.7301 0.1191
S -0.3403 -0.6388 -1.0549
O -1.7149 -0.1951 -1.1359
O 0.3096 -0.9691 -2.2756
O 0.5538 0.4302 -0.2050
H 0.8632 0.7711 1.9063
H -0.8081 0.7311 1.1823
H -0.6670 -1.4196 2.1134
H 1.0785 -1.6237 1.6920
C -5.1485 -0.5708 -1.2565
C -5.0880 0.6951 -0.3453
O -6.2424 1.4352 -0.6340
S -6.9090 1.0703 -2.0506
O -6.3309 2.0002 -2.9774
O -8.3196 0.9346 -2.0184
O -6.1972 -0.3902 -2.2046
H -5.4014 -1.4510 -0.6535
H -4.2260 -0.9167 -1.7171
H -4.1776 1.2385 -0.6003
H -5.1205 0.4052 0.7015
C 2.2423 -0.9939 7.1762
C 3.5865 -0.5861 6.6225
O 3.7602 -1.6173 5.6572
S 2.4119 -2.2225 5.0347
O 2.3330 -3.6283 5.3055
O 2.3057 -1.8545 3.6540
O 1.4838 -1.3560 6.0288
H 1.6998 -0.2229 7.7191
H 2.3245 -1.8985 7.7842
H 4.3865 -0.4432 7.3466
H 3.5953 0.3741 6.0939
C -2.3642 -1.0247 -4.1020
C -2.3581 -1.3809 -5.5956
O -3.6901 -1.1509 -5.9783
S -4.2824 0.2031 -5.2906
O -5.6900 0.0852 -5.0993
O -3.7003 1.3877 -5.8296
O -3.4689 -0.1483 -3.8797
H -1.4947 -0.4183 -3.8844
H -2.5180 -1.9939 -3.6298
H -1.9816 -2.3675 -5.8528
H -1.6947 -0.7058 -6.1514
C 2.6865 5.6233 0.5247
C 1.2598 5.3086 0.9895
O 0.8540 4.1843 0.1662
S 2.1706 3.3557 -0.2854
O 1.9792 2.7643 -1.5824
O 2.6297 2.6456 0.8932
O 3.0063 4.7501 -0.5396
H 3.3969 5.5681 1.3509
H 2.7650 6.6391 0.1403
H 0.5542 6.1139 0.8027
H 1.1696 5.0407 2.0397
C 4.5561 -0.8349 0.8006
C 3.7384 -0.4627 -0.4381
O 4.7345 -0.3352 -1.4348
S 5.9681 -1.3583 -1.1487
O 7.0933 -0.4957 -0.8865
O 6.0166 -2.3849 -2.1354
O 5.3520 -1.9093 0.2495
H 4.0547 -1.1751 1.7034
H 5.2628 -0.0590 1.1051
H 3.2153 0.4768 -0.2674
H 2.9748 -1.2014 -0.6855

Computed properties:
- LUMO (eV) = -0.605
- net charge = 0
- SMILES = O=S1(=O)OCCO1.O=S1(=O)OCCO1.O=S1(=O)OCCO1.O=S1(=O)OCCO1.O=S1(=O)OCCO1.O=S1(=O)OCCO1.O=S1(=O)OCCO1.O=S1(=O)OCCO1
- gap between HOMO and LUMO (hartree) = 0.3635
- HOMO level (Ha) = -0.3858
- multiplicity = 1

Model 2:
The following is a DFT calculation (ωB97M-V/def2-TZVPD) of a molecular structure, C16H32O32S8.

Positions of all 88 atoms, in Å:
C -1.4197 0.0083 0.4923
C -0.9929 0.6461 1.8448
O 0.0692 -0.1268 2.3724
S 0.7024 -1.1495 1.3070
O 0.1990 -2.5494 1.6103
O 2.1355 -0.8552 1.0668
O -0.2352 -0.5317 0.0817
H -1.7527 0.7743 -0.2081
H -2.1020 -0.8385 0.5663
H -1.7103 0.5230 2.6561
H -0.6518 1.6813 1.8540
C -8.5561 -1.9892 1.4471
C -9.5958 -2.9999 0.9833
O -9.5115 -2.7756 -0.4543
S -8.0278 -2.2943 -1.0522
O -8.1905 -1.3800 -2.1954
O -7.1099 -3.4143 -1.1730
O -7.7368 -1.4756 0.3791
H -7.8497 -2.4847 2.1132
H -9.0201 -1.1778 2.0079
H -10.6343 -2.8266 1.2656
H -9.2800 -3.9785 1.3448
C 4.3029 -5.7179 -4.5415
C 5.1837 -4.5961 -4.1041
O 6.1536 -5.0600 -3.1895
S 5.6384 -6.4487 -2.3597
O 5.2946 -6.1864 -0.9866
O 6.4493 -7.6179 -2.6144
O 4.2538 -6.4863 -3.3418
H 4.7025 -6.2698 -5.3923
H 3.3009 -5.4078 -4.8380
H 4.5685 -3.7836 -3.7175
H 5.7151 -4.0204 -4.8620
C -8.3212 6.3267 2.7576
C -8.8451 7.1773 1.5550
O -8.4148 6.6054 0.3444
S -6.9329 5.9314 0.6914
O -5.9825 6.9658 0.7821
O -6.5475 4.9232 -0.2761
O -7.3817 5.4288 2.1898
H -8.9856 5.6200 3.2548
H -8.0217 6.9667 3.5875
H -8.3936 8.1651 1.6472
H -9.9293 7.1094 1.4660
C -2.6618 1.7650 -7.4691
C -2.3312 1.7215 -5.9537
O -1.6433 0.5267 -5.6650
S -0.9970 -0.2025 -7.0653
O -1.4245 -1.5540 -7.2544
O 0.4004 0.1778 -7.2300
O -1.9612 0.7168 -8.1015
H -2.1328 2.6223 -7.8854
H -3.7221 1.7535 -7.7217
H -3.2993 1.5901 -5.4705
H -1.8308 2.6157 -5.5821
C 7.4525 2.2484 -4.8490
C 7.6210 1.8198 -3.3469
O 8.9406 1.3619 -3.2476
S 9.4679 0.7543 -4.6781
O 9.7035 -0.6850 -4.5110
O 10.6172 1.4972 -5.1568
O 8.0525 1.1235 -5.4644
H 8.0081 3.0933 -5.2558
H 6.4453 2.3141 -5.2604
H 7.0315 1.0200 -2.8986
H 7.3871 2.5859 -2.6076
C -6.0482 2.1489 11.1371
C -7.3114 2.6727 10.4662
O -6.9643 3.8278 9.7511
S -5.5288 3.5624 8.9348
O -4.8636 4.8306 8.6487
O -5.8207 2.6204 7.8329
O -4.9608 2.7393 10.3486
H -6.0414 1.0686 10.9922
H -6.0163 2.3714 12.2036
H -8.2184 2.7568 11.0648
H -7.6781 1.9198 9.7685
C 11.5282 -4.3901 0.7457
C 11.0815 -3.1081 1.4591
O 12.0142 -3.0082 2.6019
S 13.5378 -3.4832 2.0537
O 14.3864 -4.0103 3.1404
O 14.1239 -2.4803 1.1706
O 12.9790 -4.5540 0.9727
H 11.4038 -4.2691 -0.3304
H 11.1657 -5.3936 0.9688
H 10.0307 -2.8184 1.4617
H 11.5409 -2.2797 0.9199

Computed properties:
- LUMO (eV) = -0.081
- net charge = 0
- gap between HOMO and LUMO (hartree) = 0.3916
- HOMO level (Ha) = -0.3946
- multiplicity = 1

Most stable pick: model 1. Distance to second place: 129.8 kcal/mol.

Model 1:
The following is a DFT calculation (ωB97M-V/def2-TZVPD) of C6H11NS in the gas phase.

Positions of all 19 atoms, in Å:
C -0.4652 1.8403 0.1744
C -0.3548 0.4872 -0.4822
C 0.8672 0.3973 -1.2498
C 0.8699 -0.4501 1.3469
C -0.2189 -0.8036 0.3878
C -1.6074 -0.3226 0.0194
H -0.9133 1.7928 1.2280
H 0.5199 2.2283 0.3154
H -1.0307 2.4021 -0.6134
H 0.7882 -0.5482 -1.9395
H 1.2177 1.2522 -1.9199
H 1.4763 -1.1373 1.9584
H 0.6000 0.5568 1.8378
H 0.9266 -2.2143 -0.8016
H -0.3354 -2.7008 0.1565
H -2.0383 -1.0768 -0.5878
H -2.3857 0.1990 0.6933
N -0.0729 -1.9573 -0.5226
S 2.1567 0.0551 -0.0010

Computed properties:
- LUMO (eV) = 0.861
- net charge = 0
- SMILES = C[C@@]12CSC[C@@]1(N)C2
- gap between HOMO and LUMO (hartree) = 0.3359
- HOMO level (Ha) = -0.3043
- multiplicity = 1

Model 2:
The following is a DFT calculation (ωB97M-V/def2-TZVPD) of C6H11NS in the gas phase.

Positions of all 19 atoms, in Å:
C 0.7821 -0.1849 0.2048
C 0.5934 0.2150 1.4629
C -1.4707 -0.2465 -0.1410
C 2.0616 -0.6014 -0.4297
C 1.7204 0.2665 2.4773
C -2.8980 0.4308 -2.5062
N -0.3061 -0.0836 -0.6546
S -3.1390 0.1036 -0.7291
H -0.2842 0.7065 1.8563
H -1.5083 -0.7806 0.8109
H 2.3544 -1.7138 -0.2407
H 2.7826 0.0825 -0.0850
H 2.0735 -0.4527 -1.4945
H 1.2018 -0.1765 3.3896
H 1.9577 1.2854 2.7205
H 2.5496 -0.2259 1.9437
H -3.1540 -0.5651 -3.0635
H -1.8503 0.7723 -2.5980
H -3.4666 1.1682 -2.9236

Computed properties:
- LUMO (eV) = 0.890
- net charge = 0
- SMILES = C/C=C(C)/N=C/SC
- gap between HOMO and LUMO (hartree) = 0.3319
- HOMO level (Ha) = -0.2992
- multiplicity = 1

Most stable pick: model 2. Distance to second place: 40.5 kcal/mol.

Model 1:
The following is a DFT calculation (ωB97M-V/def2-TZVPD) of C6H11NS in the gas phase.

Positions of all 19 atoms, in Å:
C 0.9545 -1.5396 -0.8805
C 0.1084 -1.6316 0.2757
C 0.0277 -0.1293 0.7677
C 0.7541 0.5633 1.6552
C -0.6960 0.7589 -0.1420
C 0.2143 1.7739 -0.6515
H 1.4497 -2.5645 -1.1506
H 0.2568 -1.0830 -1.7230
H 1.8667 -0.8900 -0.8151
H -0.7575 -2.2039 0.1765
H 0.7994 -1.7037 1.2861
H 0.7825 1.6655 1.8769
H 1.7823 0.1019 2.2935
H 1.0219 2.1064 0.1310
H -0.3649 2.8160 -1.1008
H 0.7485 1.2665 -1.7238
H -3.9981 0.5574 -0.1783
N -1.9010 0.6257 -0.4361
S -3.0497 -0.4899 0.3391

Computed properties:
- LUMO (eV) = 0.598
- net charge = 0
- SMILES = C=C(CC)/C(C)=N\S
- gap between HOMO and LUMO (hartree) = 0.3422
- HOMO level (Ha) = -0.3202
- multiplicity = 1

Model 2:
The following is a DFT calculation (ωB97M-V/def2-TZVPD) of a molecular structure, C6H11NS.

Positions of all 19 atoms, in Å:
C 2.5269 -0.6722 -0.9340
C 0.2331 0.0370 -1.1344
C -0.5409 0.2895 0.1541
C -0.7716 -1.1707 0.6109
C 0.7848 -1.1279 0.7670
C 0.5268 0.3698 1.2600
H 3.1428 -1.5112 -0.6255
H 2.9189 0.2079 -0.3867
H 2.6346 -0.5278 -2.0422
H -0.4863 -0.3777 -1.9126
H 0.7179 0.9720 -1.5165
H -1.3626 2.6083 -0.0586
H -1.2724 -1.1684 1.5605
H -1.1916 -1.8586 -0.0937
H 1.3020 -1.8510 1.3486
H 1.3175 1.1370 1.1253
H 0.1595 0.4462 2.2825
N 1.1596 -0.9945 -0.6749
S -2.0345 1.4083 0.0438

Computed properties:
- LUMO (eV) = 0.860
- net charge = 0
- gap between HOMO and LUMO (hartree) = 0.3436
- HOMO level (Ha) = -0.3120
- multiplicity = 1

Model 3:
The following is a DFT calculation (ωB97M-V/def2-TZVPD) of a molecular structure, C6H11NS.

Positions of all 19 atoms, in Å:
C -1.8418 -0.7840 0.7997
C -0.6022 -1.0279 0.0228
C 1.5071 -0.6182 0.9129
C 0.6997 0.7360 1.0731
C 0.1845 0.3364 -0.3269
C 1.5991 -0.1245 -0.5703
H -2.3803 -1.7114 0.9398
H -2.5989 -0.1116 0.2904
H -1.6024 -0.4133 1.8131
H -0.7619 -1.7026 -0.9028
H 0.1230 -1.5753 1.9104
H 2.4563 -0.7868 1.4680
H -0.0468 0.6271 1.8870
H 1.1497 1.7422 1.0720
H -1.7141 1.5222 -0.7266
H 2.2334 0.7726 -0.6350
H 1.5373 -0.8101 -1.4205
N 0.4980 -1.6825 0.9028
S -0.6975 1.4448 -1.4677

Computed properties:
- LUMO (eV) = 0.841
- net charge = 0
- gap between HOMO and LUMO (hartree) = 0.3564
- HOMO level (Ha) = -0.3255
- multiplicity = 1

Most stable pick: model 2. Distance to second place: 9.6 kcal/mol.